Record 1
{"formula": "C2H6N2O4", "method": "the ωB97M-V functional and the def2-TZVPD basis", "elements": ["C", "C", "O", "N", "O", "H", "H", "H", "H", "H", "O", "N", "O", "H"], "positions_angstrom": [[0.95, 0.87, -0.15], [0.57, -0.58, -0.05], [1.53, -1.43, 0.16], [-0.69, -0.67, -0.19], [-1.20, -2.02, -0.29], [0.34, 1.47, 0.55], [2.01, 0.87, 0.29], [0.99, 1.27, -1.21], [1.06, -2.25, 0.25], [-1.90, -1.88, -0.97], [-4.66, 0.07, 0.73], [-3.57, -0.07, 0.31], [-3.04, 1.03, -0.22], [-2.03, 1.01, -0.21]], "lowdin_charge": [-0.021, -0.512, 0.156, 0.010, -0.080, 0.083, 0.104, 0.105, 0.114, 0.097, 0.038, -0.161, -0.022, 0.088], "gap_ev": 10.382, "e_lumo_ev": 0.5, "smiles": "C/C(O)=N/O.O=NO", "largest_force_ev_per_a": 4.01, "total_energy_ev": -13336.67026}

---

Record 2
{"formula": "C2H6N2O4P", "method": "the ωB97M-V functional and the def2-TZVPD basis", "elements": ["C", "C", "N", "N", "O", "O", "O", "O", "P", "H", "H", "H", "H", "H", "H"], "positions_angstrom": [[-1.04, -0.09, 0.28], [0.74, 0.94, 1.02], [-2.04, 0.71, 0.23], [-0.93, -1.34, -0.05], [1.79, -1.46, 0.03], [1.57, 0.63, -1.50], [3.31, 0.59, 0.32], [-3.19, 0.23, -0.60], [1.97, 0.07, 0.03], [0.68, 2.01, 1.14], [0.67, 0.48, 1.95], [1.15, -0.03, -1.96], [0.08, -1.56, 0.04], [-1.46, -2.23, 0.04], [-3.31, 1.05, -0.98]], "lowdin_charge": [-0.341, -0.031, -0.038, 0.090, -0.393, -0.183, -0.358, -0.125, 0.209, 0.040, -0.003, -0.007, 0.020, 0.128, -0.009], "gap_ev": 8.648, "e_lumo_ev": 3.8, "total_charge": -1, "largest_force_ev_per_a": 4.31, "total_energy_ev": -22630.57641}

---

Record 3
{"formula": "C2H6N2OS", "method": "the ωB97M-V functional and the def2-TZVPD basis", "elements": ["C", "N", "N", "H", "H", "H", "H", "O", "C", "S", "H", "H"], "positions_angstrom": [[0.70, 2.04, -0.07], [0.55, 0.78, -0.08], [1.36, 0.06, -0.87], [0.38, 2.79, 0.71], [1.18, 2.58, -1.05], [0.90, -0.71, -1.34], [1.91, 0.69, -1.53], [-1.05, -2.10, -0.40], [-1.65, -2.05, 0.64], [-1.43, -0.94, 1.93], [-2.33, -2.79, 0.92], [-0.51, -0.35, 1.13]], "lowdin_charge": [-0.082, -0.196, 0.003, 0.073, 0.104, 0.070, 0.100, -0.043, -0.747, 0.818, 0.039, -0.138], "gap_ev": 10.079, "e_lumo_ev": 0.9, "smiles": "C=NN.O=CS", "largest_force_ev_per_a": 3.27, "total_energy_ev": -18031.84478}

---

Record 4
{"formula": "C2H6N2OS", "method": "the ωB97M-V functional and the def2-TZVPD basis", "elements": ["S", "C", "C", "N", "N", "O", "H", "H", "H", "H", "H", "H"], "positions_angstrom": [[-0.70, -1.45, -0.99], [0.57, -1.66, 0.44], [1.02, -0.11, 1.05], [0.15, 0.92, 0.60], [0.86, 1.84, -0.17], [0.44, 2.17, 1.12], [-0.96, -0.28, -0.39], [1.41, -2.17, 0.11], [0.01, -2.16, 1.24], [2.16, 0.10, 1.00], [0.83, -0.23, 2.17], [0.34, 2.25, -0.82]], "lowdin_charge": [0.621, -0.407, -0.197, -0.231, 0.062, -0.025, -0.187, 0.011, 0.044, 0.136, 0.118, 0.055], "gap_ev": 10.003, "e_lumo_ev": 0.9, "smiles": "SCCn1[nH]o1", "largest_force_ev_per_a": 5.34, "total_energy_ev": -18028.28308}

---

Record 5
{"formula": "C2H6N2OS", "method": "the ωB97M-V functional and the def2-TZVPD basis", "elements": ["C", "N", "O", "C", "N", "S", "H", "H", "H", "H", "H", "H"], "positions_angstrom": [[1.84, -0.06, 0.05], [0.44, -0.19, -0.31], [0.02, -1.38, 0.25], [-0.40, 0.88, -0.04], [-1.64, 0.92, 0.23], [-2.73, -0.48, -0.03], [2.40, -0.75, -0.44], [2.09, 0.97, -0.17], [1.84, -0.14, 1.16], [-0.21, -2.02, -0.51], [0.13, 1.90, -0.16], [-3.78, 0.35, -0.04]], "lowdin_charge": [-0.038, -0.251, -0.103, -0.340, -0.314, 0.662, 0.058, 0.079, 0.106, 0.155, 0.150, -0.164], "gap_ev": 9.125, "e_lumo_ev": 0.7, "smiles": "CN(O)/C=N\\S", "largest_force_ev_per_a": 3.95, "total_energy_ev": -18031.18553}

---

Record 6
{"formula": "C2H6N2OS", "method": "the ωB97M-V functional and the def2-TZVPD basis", "elements": ["N", "N", "C", "S", "C", "O", "H", "H", "H", "H", "H", "H"], "positions_angstrom": [[1.29, -0.40, -0.59], [0.50, -1.00, 0.37], [-0.65, -0.41, 0.76], [-1.52, -1.12, 1.95], [-0.91, 0.97, 0.14], [-0.90, 1.05, -1.27], [1.40, -1.06, -1.40], [2.24, -0.17, -0.25], [0.62, -1.94, 0.70], [-1.89, 1.25, 0.54], [-0.17, 1.71, 0.56], [0.00, 1.12, -1.52]], "lowdin_charge": [0.003, -0.132, -0.818, 0.643, -0.265, -0.062, 0.129, 0.112, 0.114, 0.100, 0.135, 0.043], "gap_ev": 8.923, "e_lumo_ev": 0.4, "smiles": "NNC(=S)CO", "largest_force_ev_per_a": 2.86, "total_energy_ev": -18032.87246}

---

Record 7
{"formula": "C2H6N2OS2", "method": "the ωB97M-V functional and the def2-TZVPD basis", "elements": ["C", "C", "H", "H", "H", "H", "H", "H", "N", "N", "O", "S", "S"], "positions_angstrom": [[2.97, -0.32, -0.32], [0.68, -0.26, 0.15], [3.23, 0.78, -0.05], [3.72, -1.10, -0.04], [2.76, -0.36, -1.41], [-0.19, -1.98, 0.72], [-2.67, -0.22, 0.26], [-0.52, 1.58, 1.69], [-0.61, -0.96, 0.69], [0.66, 0.92, -0.24], [1.73, -0.98, 0.29], [-1.95, -1.18, -0.35], [-0.70, 1.98, -0.01]], "lowdin_charge": [-0.005, -0.690, 0.120, 0.091, 0.092, 0.093, -0.160, 0.065, -0.423, -0.380, -0.059, 0.664, 0.593], "gap_ev": 8.164, "e_lumo_ev": 0.1, "largest_force_ev_per_a": 5.82, "total_energy_ev": -28865.62646}

---

Record 8
{"formula": "C2H6N2OS2", "method": "the ωB97M-V functional and the def2-TZVPD basis", "elements": ["C", "C", "H", "H", "H", "H", "H", "H", "N", "N", "O", "S", "S"], "positions_angstrom": [[2.67, -0.50, 0.74], [-0.06, 0.03, -0.09], [1.96, 0.22, 1.65], [2.95, -1.89, 1.19], [3.74, 0.12, 0.16], [-1.04, -1.75, 0.44], [-2.72, 0.19, 1.34], [0.82, 2.81, -0.26], [-1.14, -0.79, 0.03], [-0.11, 1.32, 0.16], [1.14, 1.92, -0.21], [1.38, -0.87, -0.53], [-2.73, -0.13, 0.02]], "lowdin_charge": [-0.494, -0.828, 0.120, 0.138, 0.118, 0.102, -0.137, 0.074, -0.464, -0.018, -0.136, 0.786, 0.739], "gap_ev": 9.116, "e_lumo_ev": 0.4, "largest_force_ev_per_a": 4.95, "total_energy_ev": -28863.84403}

---

Record 9
{"formula": "C2H6N2P", "method": "the ωB97M-V functional and the def2-TZVPD basis", "elements": ["H", "N", "C", "N", "P", "C", "H", "H", "H", "H", "H"], "positions_angstrom": [[-1.55, 1.63, -0.14], [-0.81, 0.95, -0.15], [0.40, 1.11, -0.45], [1.26, 0.09, -0.39], [0.79, -1.36, 0.48], [-0.94, -1.19, 0.18], [0.81, 2.07, -0.78], [2.22, 0.23, -0.69], [0.81, -0.78, 1.76], [-1.66, -1.33, 0.98], [-1.33, -1.40, -0.82]], "lowdin_charge": [0.116, 0.140, -0.291, -0.187, 0.947, -0.100, 0.163, 0.116, -0.025, 0.060, 0.061], "gap_ev": 9.309, "e_lumo_ev": -5.5, "smiles": "[H]/N=C/[NH+]=[PH]=C", "total_charge": 1, "largest_force_ev_per_a": 3.16, "total_energy_ev": -14431.79138}

---

Record 10
{"formula": "C2H6N2S", "method": "the ωB97M-V functional and the def2-TZVPD basis", "elements": ["H", "N", "C", "C", "N", "S", "H", "H", "H", "H", "H"], "positions_angstrom": [[-1.13, 2.08, -0.21], [-0.15, 1.69, -0.10], [-0.12, 0.41, -0.19], [-1.37, -0.59, -0.17], [1.03, -0.33, -0.13], [2.57, 0.14, -0.27], [-1.52, -0.73, -1.29], [-2.30, -0.19, 0.44], [-0.86, -1.72, 0.29], [0.86, -1.16, 0.42], [2.99, 0.41, 1.22]], "lowdin_charge": [0.073, 0.092, -0.599, -0.047, -0.527, 0.688, 0.071, 0.100, 0.139, 0.052, -0.041], "gap_ev": 9.624, "e_lumo_ev": 0.6, "smiles": "[H]/N=C(\\C)NS", "largest_force_ev_per_a": 4.25, "total_energy_ev": -15984.44001}

---

Record 11
{"formula": "C2H6N2S", "method": "the ωB97M-V functional and the def2-TZVPD basis", "elements": ["C", "N", "N", "C", "S", "H", "H", "H", "H", "H", "H"], "positions_angstrom": [[-0.57, -2.02, -1.56], [-0.83, -1.57, -0.13], [-0.56, -0.21, 0.08], [0.54, 0.35, 0.55], [0.80, 1.91, 0.72], [0.55, -1.92, -1.91], [-0.59, -3.11, -1.49], [-1.23, -1.63, -2.34], [-1.75, -1.60, 0.02], [-1.10, 0.59, -0.35], [1.25, -0.38, 0.81]], "lowdin_charge": [-0.090, -0.063, -0.136, -0.818, 0.623, 0.113, 0.064, 0.066, 0.053, 0.137, 0.053], "gap_ev": 9.313, "e_lumo_ev": 0.8, "smiles": "CNNC=S", "largest_force_ev_per_a": 5.06, "total_energy_ev": -15984.73001}

---

Record 12
{"formula": "C2H6N2S3", "method": "the ωB97M-V functional and the def2-TZVPD basis", "elements": ["C", "C", "N", "N", "S", "S", "S", "H", "H", "H", "H", "H", "H"], "positions_angstrom": [[0.35, 0.56, 1.58], [-0.62, -1.21, -2.55], [1.25, 0.76, 0.60], [-0.59, -0.32, 1.63], [0.76, 1.56, 3.01], [-1.94, -0.39, 2.38], [0.91, -0.26, -2.55], [-0.44, -2.24, -2.79], [-1.24, -0.88, -3.44], [-1.16, -1.02, -1.66], [1.35, 0.33, -0.36], [1.78, 1.68, 0.72], [-0.41, 1.42, 3.42]], "lowdin_charge": [-0.820, -0.630, 0.101, -0.492, 0.860, 0.760, 0.356, 0.000, 0.031, -0.025, -0.026, 0.125, -0.242], "gap_ev": [3.070, 3.223], "e_lumo_ev": [-3.6, -3.6], "largest_force_ev_per_a": 3.35, "total_energy_ev": -37652.51250}

---

Record 13
{"formula": "C2H6N3O", "method": "the ωB97M-V functional and the def2-TZVPD basis", "elements": ["C", "C", "N", "N", "N", "O", "H", "H", "H", "H", "H", "H"], "positions_angstrom": [[-0.63, -1.03, -0.02], [-0.18, 1.26, -0.02], [-2.91, -0.31, 0.00], [-1.73, -0.09, -0.02], [0.50, -0.06, 0.04], [-3.90, 0.33, 0.02], [-0.65, -1.70, 0.85], [-0.60, -1.63, -0.94], [-0.14, 1.79, -0.96], [-0.19, 1.84, 0.89], [1.05, -0.14, 0.91], [1.15, -0.17, -0.75]], "lowdin_charge": [-0.082, 0.098, -0.091, 0.023, 0.051, 0.136, 0.152, 0.152, 0.092, 0.093, 0.189, 0.189], "gap_ev": [8.878, 7.888], "e_lumo_ev": [-4.7, -5.1], "total_charge": 1, "largest_force_ev_per_a": 3.56, "total_energy_ev": -8676.20404}

---

Record 14
{"formula": "C2H6N3O", "method": "the ωB97M-V functional and the def2-TZVPD basis", "elements": ["C", "N", "N", "C", "N", "O", "H", "H", "H", "H", "H", "H"], "positions_angstrom": [[-1.54, -1.34, 0.09], [-0.64, -1.17, 1.03], [0.22, -0.39, 1.31], [-0.01, 0.78, 0.28], [1.50, 0.71, -0.52], [-0.92, 0.60, -0.48], [-1.23, -1.84, -0.78], [-2.62, -1.29, 0.14], [0.02, 1.67, 0.88], [1.18, 1.23, -1.30], [1.79, -0.20, -0.77], [2.24, 1.24, 0.13]], "lowdin_charge": [0.162, 0.031, 0.186, -0.470, 0.226, 0.011, 0.113, 0.134, 0.150, 0.118, 0.117, 0.222], "gap_ev": 10.401, "e_lumo_ev": -5.0, "smiles": "C=[N+]=N[C@@H]([NH3+])[O-]", "total_charge": 1, "largest_force_ev_per_a": 4.41, "total_energy_ev": -8678.40716}

---

Record 15
{"formula": "C2H6N3O", "method": "the ωB97M-V functional and the def2-TZVPD basis", "elements": ["C", "C", "N", "N", "N", "O", "H", "H", "H", "H", "H", "H"], "positions_angstrom": [[-2.53, -1.35, -0.20], [1.92, 1.19, -0.71], [-3.34, -1.83, -0.95], [1.18, 0.20, -0.55], [0.73, -0.32, 0.71], [-1.80, -0.80, 0.48], [1.99, 1.65, -1.65], [2.52, 1.90, 0.04], [-3.61, -2.44, -1.64], [0.79, -1.45, 0.66], [-0.26, -0.27, 0.86], [1.21, 0.00, 1.53]], "lowdin_charge": [-0.358, -0.096, 0.276, 0.051, 0.191, 0.134, 0.064, 0.166, 0.073, 0.250, 0.075, 0.173], "gap_ev": [7.175, 7.141], "e_lumo_ev": [-3.8, -8.2], "total_charge": 1, "largest_force_ev_per_a": 7.50, "spin_multiplicity": 3, "total_energy_ev": -8675.09114}

---

Record 16
{"formula": "C2H6N3S", "method": "the ωB97M-V functional and the def2-TZVPD basis", "elements": ["N", "C", "N", "N", "S", "C", "H", "H", "H", "H", "H", "H"], "positions_angstrom": [[1.19, 1.22, 0.85], [0.36, 0.43, 0.20], [-0.16, 0.74, -0.93], [-1.01, -0.18, -1.48], [-1.15, -1.73, -0.33], [-0.01, -0.92, 0.81], [1.59, 0.95, 1.74], [1.44, 2.11, 0.46], [-1.96, 0.20, -1.61], [-0.67, -0.50, -2.41], [0.88, -1.53, 0.93], [-0.50, -0.78, 1.78]], "lowdin_charge": [0.200, -0.438, 0.036, -0.170, 0.975, -0.381, 0.135, 0.139, 0.157, 0.157, 0.096, 0.096], "gap_ev": 9.786, "e_lumo_ev": -4.7, "smiles": "NC1=N[NH2+]SC1", "total_charge": 1, "largest_force_ev_per_a": 2.06, "total_energy_ev": -17469.01431}

---

Record 17
{"formula": "C2H6N3S", "method": "the ωB97M-V functional and the def2-TZVPD basis", "elements": ["C", "C", "N", "N", "N", "S", "H", "H", "H", "H", "H", "H"], "positions_angstrom": [[-2.57, 0.43, 0.05], [3.00, -1.10, -0.03], [1.22, 0.90, 0.13], [-1.44, 0.40, 0.24], [-3.80, 0.89, 0.04], [2.71, 0.67, 0.12], [3.18, -1.55, 0.95], [3.91, -0.99, -0.61], [2.09, -1.46, -0.60], [0.22, 0.37, 0.03], [-4.06, 0.92, -0.97], [-4.46, 0.50, 0.65]], "lowdin_charge": [-0.311, -0.280, -0.278, 0.151, 0.149, 1.084, 0.072, 0.035, 0.089, 0.037, 0.145, 0.107], "gap_ev": 7.761, "e_lumo_ev": -6.5, "total_charge": 1, "largest_force_ev_per_a": 2.91, "total_energy_ev": -17466.86437}

---

Record 18
{"formula": "C2H6N3S2", "method": "the ωB97M-V functional and the def2-TZVPD basis", "elements": ["C", "C", "N", "N", "N", "S", "S", "H", "H", "H", "H", "H", "H"], "positions_angstrom": [[1.26, -0.44, -1.93], [-0.92, -0.40, -1.18], [1.15, 0.00, -0.74], [-0.10, 0.06, -0.30], [0.61, 0.85, 2.03], [-0.20, -1.05, -2.59], [-3.17, -0.52, -1.02], [2.21, -0.79, -2.42], [1.55, 0.47, 1.84], [-0.18, 0.68, 1.02], [0.52, 1.84, 2.25], [0.17, 0.36, 2.84], [-2.90, -1.06, 0.20]], "lowdin_charge": [-0.434, -0.672, -0.050, -0.145, 0.148, 1.078, 0.620, 0.116, 0.112, 0.168, 0.116, 0.133, -0.189], "gap_ev": 9.248, "e_lumo_ev": -4.4, "total_charge": 1, "largest_force_ev_per_a": 4.69, "total_energy_ev": -28302.96810}

---

Record 19
{"formula": "C2H6N4", "method": "the ωB97M-V functional and the def2-TZVPD basis", "elements": ["C", "C", "N", "N", "N", "N", "H", "H", "H", "H", "H", "H"], "positions_angstrom": [[1.62, 0.12, 1.36], [-1.39, 1.40, -0.72], [1.49, -0.52, 0.32], [-1.49, 0.14, -0.87], [-0.72, -1.95, -1.08], [-0.91, -0.84, -0.35], [2.61, 0.37, 1.77], [0.80, 0.51, 1.98], [-2.20, 2.01, -1.08], [-0.52, 1.87, -0.27], [-0.22, -2.64, -0.54], [-0.33, -1.81, -2.02]], "lowdin_charge": [-0.213, -0.049, 0.077, -0.087, 0.019, -0.136, 0.060, 0.061, 0.050, 0.051, 0.078, 0.089], "gap_ev": [9.364, 6.988], "e_lumo_ev": [0.4, 0.0], "largest_force_ev_per_a": 2.60, "total_energy_ev": -8126.13683}

---

Record 20
{"formula": "C2H6N4", "method": "the ωB97M-V functional and the def2-TZVPD basis", "elements": ["C", "N", "N", "C", "N", "N", "H", "H", "H", "H", "H", "H"], "positions_angstrom": [[-1.92, -0.05, -0.28], [-1.51, -0.33, 0.95], [-0.29, -0.78, 0.98], [0.53, -0.13, 0.12], [0.76, 1.26, 0.14], [1.64, -0.83, -0.28], [-2.85, 0.50, -0.38], [-1.73, -0.74, -1.10], [-0.04, 1.79, 0.47], [1.60, 1.51, 0.65], [2.26, -0.38, -0.94], [1.55, -1.83, -0.30]], "lowdin_charge": [-0.081, -0.095, -0.019, -0.490, 0.093, 0.126, 0.041, 0.062, 0.076, 0.093, 0.098, 0.097], "gap_ev": 8.772, "e_lumo_ev": 0.9, "smiles": "C=NN=C(N)N", "largest_force_ev_per_a": 2.96, "total_energy_ev": -8129.03440}